{"formula": "C4H12N2", "method": "wB97M-V/def2-TZVPD", "multiplicity": 2, "gap_ev": [2.86, 8.72], "de_lowest_kcal_mol": 38.46, "total_charge": -1, "e_tot_ev": -7319.6537, "species": ["N", "C", "C", "C", "N", "C", "H", "H", "H", "H", "H", "H", "H", "H", "H", "H", "H", "H"], "positions_angstrom": [[-1.020160, -0.612458, 1.175438], [0.054570, 0.255787, 0.687906], [1.020755, 0.633780, 1.765481], [0.868416, -0.496742, -0.367656], [0.248058, -0.707150, -1.664940], [-1.057751, -0.027788, -1.923260], [-1.261778, -0.173288, 2.049185], [-1.875986, -0.552540, 0.653297], [-0.356924, 1.205647, 0.390660], [1.640412, 1.486922, 1.190560], [0.542003, 1.167448, 2.621809], [1.309473, -0.357311, 2.100412], [1.944809, -0.111989, -0.434550], [1.101208, -1.376991, 0.123954], [0.985077, -0.702832, -2.367866], [-1.868975, -0.508682, -1.429630], [-1.325483, -0.179913, -3.007837], [-0.947723, 1.058100, -1.562962]], "forces_ev_per_a": [[0.718, -0.059, 1.058], [-0.533, 0.207, -0.825], [-0.327, 1.989, -0.431], [0.753, 2.013, -0.590], [-0.237, -0.517, 0.205], [2.258, 1.084, -1.067], [-0.403, -0.154, 0.624], [-0.290, 0.129, -0.768], [-0.203, 0.358, -0.921], [-0.188, -2.266, 1.682], [0.134, -0.454, -0.557], [1.582, 0.235, 0.475], [-1.359, 0.519, -0.382], [-0.043, -2.502, 0.912], [-1.037, 0.441, -0.084], [-0.513, -0.439, 0.814], [0.465, 0.694, 0.905], [-0.775, -1.276, -1.051]], "mulliken_spin": [-0.44, 1.11, 0.13, -0.12, -0.45, 1.76, -0.25, -0.25, 0.78, -0.45, -0.10, 0.02, 0.00, 0.26, -0.06, -0.02, -0.90, -0.02]}

---

{"formula": "C24H54O24", "method": "wB97M-V/def2-TZVPD", "smiles": "COC(=O)OC.COC(=O)OC.COC(=O)OC.COC(=O)OC.COC(=O)OC.COC(=O)OC.COC(=O)OC.CO.CO.CO", "gap_ev": 10.30, "e_tot_ev": -74901.5109, "species": ["C", "O", "C", "O", "O", "C", "H", "H", "H", "H", "H", "H", "C", "O", "C", "O", "O", "C", "H", "H", "H", "H", "H", "H", "C", "O", "C", "O", "O", "C", "H", "H", "H", "H", "H", "H", "C", "O", "C", "O", "O", "C", "H", "H", "H", "H", "H", "H", "C", "O", "C", "O", "O", "C", "H", "H", "H", "H", "H", "H", "C", "O", "C", "O", "O", "C", "H", "H", "H", "H", "H", "H", "C", "O", "C", "O", "O", "C", "H", "H", "H", "H", "H", "H", "C", "O", "H", "H", "H", "H", "C", "O", "H", "H", "H", "H", "C", "O", "H", "H", "H", "H"], "positions_angstrom": [[16.914265, 8.366616, 15.602172], [16.677650, 9.654833, 16.144414], [15.516748, 10.226806, 15.779080], [14.702518, 9.770916, 15.041341], [15.465473, 11.400905, 16.482996], [14.623461, 12.370609, 15.889330], [16.892489, 8.363115, 14.536571], [16.054313, 7.701935, 15.908759], [17.843261, 8.016912, 16.011578], [14.754953, 12.472297, 14.825193], [14.823584, 13.336441, 16.366710], [13.537008, 12.094020, 15.988733], [12.839864, 15.040277, 14.415088], [11.540746, 15.248134, 13.887716], [11.416674, 15.768882, 12.680334], [12.320630, 16.156468, 12.014029], [10.078383, 15.820941, 12.371289], [9.841122, 16.466993, 11.126807], [13.231843, 16.004901, 14.846420], [13.488293, 14.619690, 13.665896], [12.759013, 14.563275, 15.379072], [10.101303, 17.561049, 11.182327], [8.775014, 16.381340, 10.936421], [10.422693, 16.022302, 10.339472], [11.171075, 8.219494, 10.029176], [11.802860, 9.100337, 9.101442], [13.047182, 8.924708, 8.602427], [13.382535, 9.690931, 7.766031], [13.714769, 7.948712, 9.126282], [15.183199, 7.897851, 8.765526], [11.843890, 8.015224, 10.883257], [10.902045, 7.324239, 9.433985], [10.290699, 8.743759, 10.481749], [15.412010, 6.965361, 8.275267], [15.717343, 7.910659, 9.729494], [15.507717, 8.728277, 8.211117], [9.732975, 10.877327, 7.558967], [9.744871, 11.520435, 8.812950], [8.658818, 12.267700, 9.078223], [7.650574, 12.413626, 8.474701], [8.932119, 12.762085, 10.259883], [7.957998, 13.587530, 10.858719], [10.667245, 11.015120, 7.036294], [8.963704, 11.264492, 6.908147], [9.571985, 9.857515, 7.645532], [7.058701, 13.020124, 11.119965], [7.727524, 14.428463, 10.167585], [8.292541, 13.977155, 11.829764], [14.686484, 17.138230, 7.428010], [14.631468, 15.724362, 7.538357], [13.444198, 15.224692, 7.847648], [12.427941, 15.810796, 7.726666], [13.613928, 13.979748, 8.357347], [12.335841, 13.427892, 8.660518], [13.803609, 17.543307, 6.995311], [15.549535, 17.415900, 6.858623], [14.834453, 17.515527, 8.449073], [11.639624, 13.803574, 7.911000], [11.970140, 13.754683, 9.675201], [12.396715, 12.378025, 8.692450], [18.862425, 11.840426, 17.316328], [19.242310, 10.729047, 16.619982], [19.096069, 10.809957, 15.289780], [18.483625, 11.675927, 14.718969], [19.761476, 9.808328, 14.714578], [19.753467, 9.760783, 13.288339], [18.938007, 12.804927, 16.756181], [19.368760, 11.857303, 18.285038], [17.778620, 11.732540, 17.505939], [20.211888, 10.669698, 12.813918], [18.680997, 9.712096, 12.923694], [20.340579, 8.894179, 12.996376], [16.609909, 12.065016, 12.260784], [15.251122, 12.397153, 12.386070], [14.336199, 11.546285, 11.923268], [14.625464, 10.435158, 11.521066], [13.128690, 12.140284, 11.941258], [11.982530, 11.345771, 11.665524], [16.805448, 11.370236, 11.434352], [16.989187, 11.656210, 13.205309], [17.199232, 12.965039, 12.084625], [11.520649, 11.045340, 12.587734], [12.348277, 10.533927, 11.038541], [11.281646, 12.005830, 11.152909], [15.712880, 15.563068, 10.703247], [14.668392, 16.535312, 10.617320], [15.507650, 14.709412, 10.014530], [16.615309, 16.150972, 10.532000], [15.749678, 15.191865, 11.750045], [13.840913, 16.194041, 10.927109], [15.278395, 7.163037, 12.247275], [16.305428, 8.161963, 12.007551], [15.029331, 6.668242, 11.304124], [15.693604, 6.410457, 12.910087], [14.379662, 7.649896, 12.735945], [15.902229, 9.013662, 11.864034], [16.567128, 10.858774, 8.688071], [16.342508, 10.266142, 7.434591], [16.294558, 11.919473, 8.561526], [15.867763, 10.517934, 9.447443], [17.602602, 10.702005, 8.994079], [15.539708, 10.604145, 7.019571]], "forces_ev_per_a": [[-1.851, -1.196, 0.825], [-0.479, 0.498, -0.136], [1.367, 0.583, 1.641], [-0.456, 0.157, -0.542], [0.032, -0.775, -1.058], [-1.862, 0.275, 0.228], [0.283, 0.225, -0.920], [1.009, 0.420, -0.146], [0.335, -0.068, 0.097], [0.540, -0.063, -0.433], [-0.025, -0.396, 0.040], [0.943, 0.262, 0.288], [0.489, 2.271, 1.043], [-1.013, -0.538, 0.473], [-1.590, -0.207, 0.896], [0.486, 0.309, -0.983], [1.731, -0.117, 0.438], [-0.177, 1.544, -0.026], [-0.048, -0.358, -1.300], [0.373, -0.337, 0.096], [-0.426, -1.302, -0.296], [-0.170, -1.053, 0.022], [0.070, -0.076, -0.003], [0.175, -0.238, -0.396], [0.263, -0.174, 0.321], [-0.358, 0.288, 0.269], [-1.686, 0.298, 0.776], [1.123, 1.245, -1.563], [1.952, -1.094, 0.180], [-0.827, -0.946, 2.091], [-0.203, -0.331, -0.552], [-0.110, 0.221, 0.938], [0.611, -0.388, -0.889], [-0.390, -0.271, -0.279], [-0.358, -0.045, -0.327], [-0.163, 0.835, -0.927], [0.170, 1.203, -1.376], [-0.308, 0.099, -0.642], [1.125, -0.891, 0.833], [-0.787, 0.087, -1.068], [0.579, 0.828, 1.841], [-1.057, 0.882, 0.164], [0.513, 0.173, 0.256], [-0.374, 0.317, 0.018], [-0.277, -2.021, 0.548], [-0.037, 0.020, -0.545], [-0.117, -0.587, 0.578], [0.607, -0.158, -0.570], [0.508, 0.333, 1.236], [0.607, -0.714, -0.231], [2.243, -0.462, 0.578], [-2.063, 0.695, -0.095], [-0.383, 0.659, -0.365], [-0.927, 1.092, 1.052], [-0.705, 0.239, -0.355], [0.449, -0.190, -0.505], [-0.267, 0.103, -0.267], [-0.215, -0.475, 0.180], [0.452, -0.018, -0.905], [0.302, -1.311, -0.275], [-2.325, 2.102, 1.221], [1.574, -1.548, -1.920], [0.196, 0.090, 0.308], [0.157, -0.050, -0.133], [0.137, -0.004, 0.339], [-1.151, 0.994, -1.043], [0.473, -0.857, 0.382], [0.164, 0.031, -0.370], [0.313, 0.243, 0.195], [-0.332, -0.662, 0.722], [1.275, -0.238, 0.292], [-0.245, -0.067, 0.131], [1.424, -0.663, 0.159], [-1.398, 0.770, -0.124], [0.409, -0.149, -0.211], [-0.967, 0.381, 0.113], [1.582, 0.289, 0.671], [0.245, 0.157, -0.822], [-0.246, 0.117, 0.249], [-0.259, -0.095, -0.345], [-0.399, 0.207, -0.064], [-0.010, -0.471, 0.462], [-0.712, -0.197, 0.055], [0.101, -0.264, -0.206], [-1.093, 0.085, 0.804], [0.939, 0.366, -0.707], [0.638, 0.633, 0.313], [0.154, -0.587, -0.384], [0.172, -0.088, -0.506], [-0.632, -0.393, 0.431], [-0.137, 1.413, 0.193], [0.097, -1.289, 0.366], [-0.309, 0.107, 0.138], [0.056, 0.012, 0.188], [0.891, -0.701, -0.633], [-0.625, 0.506, -0.069], [-1.010, 1.397, -0.360], [0.574, -0.577, -0.797], [0.730, 0.068, 0.482], [0.064, -0.511, 0.228], [-0.138, 0.094, -0.111], [-0.004, -0.013, 0.388]], "mulliken_charge": [-0.63, -0.27, 0.80, -0.55, -0.31, -0.44, 0.09, 0.34, 0.30, 0.05, 0.33, 0.33, -0.47, -0.39, 0.83, -0.69, -0.36, -0.57, 0.33, 0.13, 0.24, 0.34, 0.19, 0.22, -0.75, 0.01, 0.87, -0.55, -0.36, -0.46, 0.25, 0.29, 0.22, 0.31, 0.02, 0.37, -0.99, 0.06, 0.59, -0.56, -0.22, -0.73, 0.24, 0.46, 0.30, 0.33, 0.29, 0.20, -0.77, -0.37, 0.67, -0.57, -0.07, -0.11, 0.32, 0.26, 0.27, 0.56, -0.13, -0.13, -0.66, -0.35, 0.95, -0.63, -0.36, -0.27, 0.29, 0.29, 0.22, 0.27, -0.03, 0.24, -0.17, -0.45, 0.14, -0.05, 0.44, -0.49, -0.12, -0.05, 0.37, 0.34, 0.12, -0.14, -0.33, -0.47, 0.14, 0.37, 0.10, 0.41, -0.69, -0.59, 0.32, 0.36, 0.16, 0.30, 0.13, -0.63, 0.26, -0.35, 0.31, 0.31]}

---

{"formula": "C5H8O", "method": "wB97M-V/def2-TZVPD", "gap_ev": 9.32, "de_lowest_kcal_mol": 83.66, "e_tot_ev": -7358.6276, "species": ["C", "C", "O", "C", "C", "C", "H", "H", "H", "H", "H", "H", "H", "H"], "positions_angstrom": [[-2.292891, 0.621902, 0.747417], [-0.803365, -0.596249, -0.543374], [-0.946211, 0.367304, 0.342037], [0.645281, -0.797195, -0.766483], [1.611610, 0.380786, -0.798401], [1.636211, -0.539152, 0.360479], [-2.969423, 0.420659, -0.084386], [-2.533525, -0.030861, 1.590392], [-2.341084, 1.665735, 1.061779], [0.871907, -1.619697, -1.439233], [1.179742, 1.368705, -0.666318], [2.420265, 0.325845, -1.521233], [2.460816, -1.237774, 0.460715], [1.210101, -0.184998, 1.294472]], "forces_ev_per_a": [[-0.276, 0.110, 0.119], [0.448, 0.314, 0.281], [0.032, -0.362, -0.311], [-0.245, -0.261, -0.196], [0.086, 0.187, -0.042], [0.108, 0.004, 0.192], [0.081, 0.038, 0.111], [0.015, 0.106, -0.103], [-0.026, -0.114, -0.057], [-0.010, 0.176, 0.131], [0.024, -0.196, 0.021], [-0.168, -0.022, 0.093], [-0.129, 0.098, -0.063], [0.058, -0.078, -0.175]], "nbo_charge": [-0.25, 0.26, -0.52, -0.41, -0.39, -0.39, 0.20, 0.19, 0.19, 0.22, 0.22, 0.22, 0.22, 0.22]}

---

{"formula": "C18H22Cl4CoF2N2O2S", "method": "wB97M-V/def2-TZVPD", "multiplicity": 4, "gap_ev": [4.41, 5.16], "de_lowest_kcal_mol": 31.08, "total_charge": -2, "e_tot_ev": -130083.5282, "species": ["Co", "Cl", "C", "C", "Cl", "C", "Cl", "C", "O", "C", "O", "C", "Cl", "C", "N", "C", "C", "S", "N", "C", "C", "H", "H", "H", "H", "H", "H", "H", "H", "H", "H", "H", "H", "C", "C", "C", "C", "C", "C", "H", "H", "H", "H", "H", "H", "H", "H", "H", "F", "C", "F", "H"], "positions_angstrom": [[1.025088, 0.378771, 0.232414], [7.088415, 2.736042, 2.333768], [5.409469, 2.315531, 2.250728], [4.560564, 2.666873, 3.281309], [5.160551, 3.587755, 4.621572], [3.212876, 2.312034, 3.223491], [2.156410, 2.763740, 4.525048], [2.674132, 1.618482, 2.135259], [1.455694, 1.253059, 2.038567], [3.558462, 1.305934, 1.022199], [3.014971, 0.742043, 0.008848], [4.908088, 1.646270, 1.130851], [5.985596, 1.265484, -0.176710], [0.271867, -4.087762, -1.843712], [0.355616, -4.026684, -0.386960], [1.698606, -4.278753, 0.085491], [-0.266027, -2.903297, 0.198089], [0.532511, -1.855337, 1.279703], [-1.645224, -2.827176, -0.073938], [-2.352142, -1.708859, 0.496087], [-2.391384, -4.063542, 0.038244], [1.012062, -3.441120, -2.326100], [-0.724447, -3.785670, -2.158115], [0.450018, -5.119223, -2.165493], [2.045301, -5.227133, -0.332337], [1.677235, -4.343571, 1.171942], [2.391232, -3.480269, -0.197442], [-1.775318, -0.794753, 0.365947], [-2.549465, -1.848660, 1.568982], [-3.307715, -1.607081, -0.024687], [-1.743540, -4.892971, -0.228315], [-3.241547, -4.033874, -0.648841], [-2.770499, -4.224581, 1.057517], [-3.625964, 3.142077, 0.206952], [-2.587501, 2.998276, -0.914984], [-2.082581, 4.387719, -1.329102], [-3.221538, 2.295681, -2.124981], [-1.435022, 2.202363, -0.474028], [-0.444797, 1.564071, -0.197015], [-4.463247, 3.767198, -0.117594], [-3.171666, 3.596143, 1.085899], [-4.012188, 2.166159, 0.496777], [-2.901742, 5.013146, -1.694374], [-1.334126, 4.288607, -2.112934], [-1.611452, 4.882053, -0.481045], [-4.029070, 2.896349, -2.552223], [-3.620521, 1.325803, -1.830938], [-2.463378, 2.123728, -2.886512], [1.828646, -1.324871, -1.818166], [0.754876, -0.501533, -1.511762], [0.672995, 0.303860, -2.644877], [-0.129180, -1.168532, -1.602500]], "forces_ev_per_a": [[0.777, 0.655, 1.126], [0.315, 0.082, 0.014], [-0.112, 0.249, 0.418], [0.491, -0.001, -0.235], [0.125, 0.113, 0.270], [-0.279, -0.118, -0.182], [-0.264, -0.044, 0.117], [0.564, 0.167, 0.277], [-0.498, -0.370, 0.153], [-0.049, 0.183, 0.136], [0.319, -0.319, -0.580], [-0.199, -0.085, -0.072], [-0.046, -0.153, -0.253], [-0.164, -0.272, -0.232], [-0.099, 0.982, 0.145], [0.258, -0.083, 0.126], [-0.041, 0.042, 0.865], [-0.763, -0.988, -0.803], [1.055, -0.168, 0.455], [-0.165, 0.414, -0.098], [-0.037, -0.155, -0.410], [-0.065, 0.088, 0.129], [0.028, 0.005, -0.073], [-0.057, 0.010, 0.012], [-0.056, -0.021, -0.030], [0.133, -0.039, -0.030], [0.013, 0.005, -0.001], [-0.099, 0.070, -0.013], [0.088, -0.010, -0.031], [-0.014, 0.018, -0.004], [-0.115, -0.087, 0.008], [-0.053, -0.057, 0.064], [0.035, 0.087, 0.042], [0.067, 0.044, -0.099], [0.118, -0.082, -0.036], [-0.081, -0.037, -0.006], [-0.025, 0.144, 0.019], [-0.850, 0.498, -0.107], [-0.415, 0.263, 0.037], [-0.066, 0.033, -0.038], [0.046, 0.028, 0.048], [-0.010, -0.092, 0.019], [-0.096, 0.057, -0.037], [0.044, 0.002, -0.056], [0.024, 0.021, 0.051], [-0.120, 0.058, -0.039], [-0.024, -0.070, 0.034], [0.040, 0.001, -0.057], [0.850, -0.933, -0.359], [-0.393, -0.552, -0.519], [-0.094, 0.373, -0.222], [-0.044, 0.044, 0.056]], "mulliken_spin": [2.67, 0.00, 0.00, 0.00, 0.00, 0.02, 0.00, -0.01, 0.04, -0.02, 0.03, 0.02, 0.00, 0.02, 0.02, 0.00, 0.19, -0.07, 0.03, 0.01, 0.02, 0.00, 0.00, 0.00, 0.00, 0.00, 0.00, 0.00, 0.00, 0.00, 0.00, 0.00, 0.00, 0.00, 0.00, 0.00, 0.00, -0.04, 0.12, 0.00, 0.00, 0.00, 0.00, 0.00, 0.00, 0.00, 0.00, 0.00, 0.00, -0.01, -0.01, -0.02]}